A 17-piece molecular cluster, C25H13BCl64N2O5 overall in a non-equilibrium geometry. Source: OMol25; level of theory: ωB97M-V with the def2-TZVPD basis set.

Summary:
Gap between HOMO and LUMO (eV): 10.3
Calculated total energy (eV): -841455.554

Atoms and positions in Å:
C  -0.45  0.59  -2.17
C  0.06  -0.53  -3.14
B  1.29  -1.40  -2.55
O  2.49  -1.32  -3.28
C  1.13  -2.36  -1.23
C  -0.37  -2.49  -1.01
N  -1.44  -2.66  -0.75
C  1.95  -1.89  0.05
C  1.59  -0.43  0.34
N  1.41  0.64  0.58
C  1.53  -2.68  1.38
O  1.71  -1.73  2.45
O  2.95  -1.90  3.05
C  3.50  -2.18  -0.18
C  4.35  -1.02  -0.74
O  5.00  -1.23  -1.70
O  4.48  0.23  -0.15
H  0.32  1.34  -1.91
H  -1.27  1.15  -2.70
H  -0.93  0.18  -1.25
H  0.41  -0.02  -4.07
H  -0.77  -1.20  -3.46
H  2.90  -0.47  -3.06
H  1.52  -3.36  -1.54
H  0.46  -2.95  1.41
H  2.20  -3.56  1.51
H  3.48  -1.16  2.68
H  4.02  -2.51  0.77
H  3.57  -3.07  -0.84
H  4.05  0.84  -0.78
C  -3.24  -4.38  2.29
Cl  -1.68  -3.56  2.39
Cl  -3.53  -5.29  3.78
Cl  -4.52  -3.18  2.07
Cl  -3.24  -5.49  0.91
C  1.79  1.03  5.59
Cl  1.41  0.96  3.87
Cl  3.54  0.87  5.82
Cl  1.26  2.59  6.25
Cl  0.96  -0.28  6.44
C  -4.45  0.42  -2.00
Cl  -2.94  -0.40  -1.58
Cl  -4.64  1.87  -0.99
Cl  -4.41  0.90  -3.70
Cl  -5.82  -0.67  -1.72
C  -5.37  -5.34  -2.62
Cl  -6.03  -6.15  -1.19
Cl  -3.98  -4.35  -2.15
Cl  -4.85  -6.56  -3.79
Cl  -6.61  -4.31  -3.34
C  -7.26  1.76  -6.42
Cl  -8.44  1.65  -7.73
Cl  -5.69  2.28  -7.07
Cl  -7.82  2.94  -5.22
Cl  -7.08  0.18  -5.65
C  -7.61  5.68  -9.54
Cl  -6.75  5.89  -11.08
Cl  -6.79  4.45  -8.57
Cl  -7.61  7.22  -8.66
Cl  -9.27  5.18  -9.86
C  7.48  -2.36  1.87
Cl  7.72  -3.79  0.87
Cl  7.83  -0.90  0.93
Cl  5.79  -2.30  2.42
Cl  8.56  -2.43  3.27
C  11.54  1.31  0.46
Cl  11.11  1.27  -1.26
Cl  13.30  1.14  0.63
Cl  11.03  2.86  1.15
Cl  10.73  -0.02  1.32
C  10.93  6.86  -0.06
Cl  11.90  8.21  0.56
Cl  10.19  7.33  -1.60
Cl  11.97  5.45  -0.32
Cl  9.67  6.45  1.11
C  11.06  -3.03  -1.23
Cl  12.62  -2.19  -1.23
Cl  10.88  -3.92  0.29
Cl  9.75  -1.86  -1.39
Cl  11.01  -4.17  -2.58
C  -7.88  -3.69  4.21
Cl  -9.17  -4.34  5.24
Cl  -6.37  -3.60  5.14
Cl  -7.65  -4.76  2.81
Cl  -8.32  -2.07  3.65
C  -3.98  4.49  1.88
Cl  -4.85  5.04  3.32
Cl  -3.28  2.89  2.17
Cl  -5.10  4.40  0.51
Cl  -2.68  5.64  1.50
C  -6.49  8.54  5.19
Cl  -7.68  8.45  3.89
Cl  -4.92  9.05  4.53
Cl  -7.02  9.72  6.40
Cl  -6.32  6.95  5.95
C  -8.59  -8.42  -4.55
Cl  -10.30  -8.48  -5.01
Cl  -7.93  -10.06  -4.50
Cl  -7.70  -7.46  -5.75
Cl  -8.44  -7.67  -2.95
C  0.79  5.07  -1.05
Cl  -0.43  5.06  -2.32
Cl  2.36  5.52  -1.74
Cl  0.33  6.23  0.20
Cl  0.89  3.45  -0.33
C  1.05  -0.52  10.43
Cl  -0.08  -1.59  9.58
Cl  1.18  -1.04  12.12
Cl  2.64  -0.60  9.65
Cl  0.44  1.14  10.36

These are the Mulliken partial charges, in e, on atoms 1 to 6: -0.7819 -0.3914 0.2267 -0.5007 0.1353 -0.8904